DFT (wB97M-V/def2-TZVPD) results for C34H40N4Tl as an isolated structure.

Output
HOMO level (eV): -2.944
Lowest unoccupied orbital energy (eV): 1.43
Total charge: -1
Kohn-Sham gap (hartree): 0.16060
F_max (eV/A): 5.09

Each line ends with the Löwdin charge.
Positions of all 79 atoms, in Å:
Tl  -0.93  0.35  -0.39  0.92
N  -2.64  3.45  0.02  0.04
N  -3.30  -1.96  -0.85  -0.02
C  1.47  -0.01  2.27  -0.27
C  0.14  0.36  2.65  -0.32
C  0.01  1.77  2.44  -0.32
C  -1.16  2.60  2.81  -0.08
H  -1.76  2.10  3.58  0.07
H  -1.83  2.80  1.95  0.01
H  -0.85  3.58  3.20  0.08
C  1.20  2.24  1.83  -0.29
C  1.48  3.61  1.33  -0.07
H  2.34  4.05  1.87  0.07
H  0.61  4.26  1.46  0.06
H  1.74  3.59  0.26  0.06
C  2.12  1.16  1.77  -0.27
C  3.53  1.29  1.33  -0.08
H  3.61  1.83  0.38  0.07
H  4.01  0.31  1.21  0.06
H  4.11  1.86  2.08  0.07
C  -0.92  -0.54  3.16  -0.09
H  -0.87  -0.65  4.26  0.07
H  -0.85  -1.54  2.73  0.05
H  -1.93  -0.15  2.93  0.06
C  2.08  -1.34  2.45  -0.07
H  2.94  -1.48  1.77  0.06
H  1.36  -2.14  2.24  0.06
H  2.44  -1.48  3.48  0.08
C  -2.44  4.40  -0.89  -0.12
H  -2.35  5.43  -0.54  0.12
C  -2.38  4.07  -2.25  -0.10
H  -2.02  4.79  -3.00  0.11
C  -2.75  2.76  -2.62  -0.09
H  -2.63  2.44  -3.69  0.12
C  -3.37  1.92  -1.66  -0.09
H  -3.66  0.87  -1.86  0.09
C  -3.54  2.50  -0.33  -0.41
C  -4.18  2.62  0.95  0.22
H  -3.74  1.76  1.54  0.04
C  -2.05  -2.16  -0.56  -0.41
C  -3.94  -2.71  0.21  -0.15
H  -4.85  -2.28  0.61  0.07
C  -3.15  -3.82  0.45  -0.13
H  -3.56  -4.79  0.73  0.10
N  -1.88  -3.44  -0.04  -0.05
C  -0.61  -3.96  0.19  -0.13
C  -0.42  -4.54  1.46  -0.20
C  0.85  -5.08  1.72  -0.02
H  0.99  -5.64  2.65  0.11
C  1.86  -4.99  0.75  -0.29
C  3.08  -5.84  0.87  -0.07
H  3.97  -5.29  0.56  0.07
H  2.98  -6.72  0.23  0.08
H  3.18  -6.18  1.90  0.07
C  1.71  -4.15  -0.37  -0.01
H  2.52  -4.00  -1.08  0.12
C  0.47  -3.57  -0.65  -0.17
C  0.35  -2.67  -1.86  -0.10
H  -0.56  -2.02  -1.84  -0.02
H  0.31  -3.27  -2.79  0.08
H  1.24  -2.02  -1.96  0.08
C  -1.50  -4.53  2.49  -0.06
H  -2.37  -5.13  2.19  0.06
H  -1.85  -3.53  2.79  0.09
H  -1.10  -5.00  3.39  0.07
N  0.51  1.00  -3.58  0.08
C  1.12  2.24  -3.63  -0.32
C  0.79  3.21  -2.64  -0.06
C  1.19  4.54  -2.74  -0.10
C  2.01  4.93  -3.82  -0.12
C  2.41  3.97  -4.77  -0.11
C  2.02  2.62  -4.65  -0.05
H  -0.47  0.93  -3.34  0.05
H  0.89  0.20  -4.07  0.10
H  0.18  2.87  -1.79  0.06
H  0.87  5.27  -1.99  0.11
H  2.32  5.98  -3.90  0.09
H  3.04  4.27  -5.61  0.09
H  2.36  1.86  -5.37  0.10

DFT (wB97M-V/def2-TZVPD) results for C34H40NOPRuSe2 as an isolated structure.

Output
Spin multiplicity: 6
HOMO level (spin up / spin down) (eV): -16.327 / -16.196
Lowest unoccupied orbital energy (spin up / spin down) (eV): -8.56 / -11.69
Total charge: +3
Kohn-Sham gap (spin up / spin down) (hartree): 0.28559 / 0.16567
F_max (eV/A): 1.61

Each line ends with the Löwdin spin population.
Positions of all 80 atoms, in Å:
Ru  -1.15  -0.28  0.58  3.56
C  -2.03  -2.75  0.79  0.04
C  -2.92  -1.75  1.23  0.02
C  -2.76  -1.24  2.53  0.04
C  -1.76  -1.71  3.37  0.08
C  -0.89  -2.71  2.93  0.06
C  -1.03  -3.23  1.65  0.08
H  -2.20  -3.25  -0.16  0.00
H  -3.79  -1.51  0.65  0.00
H  -3.49  -0.54  2.93  0.00
H  -1.69  -1.34  4.38  0.00
H  -0.13  -3.10  3.59  0.00
H  -0.40  -4.05  1.32  0.00
C  0.82  5.18  1.32  0.01
Se  0.22  3.33  1.30  0.05
C  -0.90  3.33  -0.33  0.01
C  -2.37  3.29  0.02  0.03
Se  -2.70  1.81  1.26  0.20
C  -4.64  1.73  1.09  0.03
H  1.39  5.40  0.42  0.00
H  1.44  5.29  2.19  0.00
H  -0.04  5.84  1.39  0.00
H  -0.61  2.43  -0.88  0.00
H  -0.65  4.21  -0.91  0.00
H  -2.99  3.14  -0.86  0.00
H  -2.69  4.20  0.53  0.00
H  -4.93  1.66  0.05  0.00
H  -5.03  2.64  1.54  0.01
H  -5.01  0.87  1.65  0.00
C  -3.41  -1.01  -2.51  0.00
C  -2.65  0.31  -2.63  0.01
C  -3.20  1.16  -3.77  0.00
C  -1.13  0.12  -2.80  0.02
C  -0.69  -0.83  -3.94  0.01
O  0.05  -1.88  -3.26  0.02
C  0.10  -1.60  -1.99  0.03
N  -0.53  -0.53  -1.61  0.18
C  0.86  -2.48  -1.10  0.02
C  1.04  -3.81  -1.45  0.00
C  1.76  -4.66  -0.62  0.02
C  2.30  -4.18  0.57  0.00
C  2.14  -2.84  0.92  0.01
C  1.44  -1.97  0.09  0.04
P  1.41  -0.18  0.42  0.22
C  2.07  0.06  2.08  0.04
C  3.44  0.11  2.33  0.01
C  3.89  0.25  3.64  0.00
C  2.98  0.38  4.68  0.01
C  1.62  0.36  4.43  0.00
C  1.17  0.20  3.14  0.02
C  2.65  0.46  -0.73  0.03
C  2.76  1.83  -0.98  0.01
C  3.82  2.32  -1.73  0.00
C  4.77  1.45  -2.24  0.01
C  4.65  0.08  -2.01  0.00
C  3.59  -0.42  -1.28  0.01
H  -4.44  -0.82  -2.22  0.00
H  -2.96  -1.66  -1.76  0.00
H  -3.44  -1.54  -3.46  0.00
H  -2.76  0.86  -1.68  0.00
H  -3.05  0.67  -4.73  0.00
H  -2.71  2.14  -3.82  0.00
H  -4.27  1.32  -3.65  0.00
H  -0.68  1.10  -2.92  0.00
H  -0.01  -0.35  -4.64  0.00
H  -1.51  -1.28  -4.49  0.00
H  0.62  -4.18  -2.38  0.00
H  1.90  -5.70  -0.90  0.00
H  2.87  -4.83  1.21  0.00
H  2.60  -2.46  1.82  0.00
H  4.16  0.04  1.52  0.00
H  4.95  0.27  3.84  0.00
H  3.34  0.50  5.70  0.00
H  0.92  0.49  5.25  0.00
H  0.10  0.21  2.92  0.01
H  2.02  2.51  -0.58  0.00
H  3.90  3.38  -1.91  0.00
H  5.60  1.83  -2.82  0.00
H  5.40  -0.60  -2.41  0.00
H  3.52  -1.49  -1.12  0.00

DFT (wB97M-V/def2-TZVPD) results for a 7-piece molecular cluster, C34H41BF9N4O20P overall.

Output
Structure (SMILES): CNCc1nc2c(C)cc(P(C)O)c(C(F)(F)C(F)(F)C(F)(F)C(F)(F)F)c2nc1B(N)O.O=C1OCCO1.O=C1OCCO1.O=C1OCCO1.O=C1OCCO1.O=C1OCCO1.O=C1OCCO1
HOMO level (eV): -8.101
Lowest unoccupied orbital energy (eV): -0.69
Total charge: 0
Kohn-Sham gap (hartree): 0.27226
F_max (eV/A): 3.93

Each line ends with the Löwdin charge.
Positions of all 110 atoms, in Å:
C  5.75  -2.52  2.57  -0.12
N  5.26  -3.90  2.35  -0.10
C  3.80  -4.04  2.44  -0.17
C  3.02  -2.69  2.17  -0.18
N  2.46  -2.11  3.24  0.19
C  1.78  -0.97  2.82  -0.13
C  1.10  -0.23  3.91  -0.15
C  1.21  -0.70  5.39  -0.05
C  0.33  0.94  3.63  -0.03
C  0.25  1.43  2.23  -0.24
P  -0.76  3.02  2.03  0.93
C  -1.06  3.80  3.70  -0.28
O  -2.29  2.45  1.55  -0.33
C  0.89  0.74  1.11  -0.04
C  0.70  1.30  -0.31  -0.32
F  -0.69  1.46  -0.51  0.02
F  1.07  0.45  -1.33  0.09
C  1.36  2.71  -0.64  -0.29
F  0.46  3.75  -0.66  0.08
F  1.82  2.64  -1.96  0.10
C  2.60  3.16  0.22  -0.27
F  2.27  3.62  1.47  0.11
F  3.11  4.28  -0.43  0.11
C  3.81  2.13  0.31  -0.45
F  4.97  2.83  0.09  0.12
F  3.79  1.15  -0.61  0.17
F  3.93  1.66  1.59  0.15
C  1.68  -0.47  1.46  -0.12
N  2.33  -1.11  0.42  0.16
C  2.99  -2.22  0.77  -0.07
B  3.74  -3.01  -0.42  -0.50
N  3.18  -4.28  -0.94  0.15
O  4.94  -2.55  -1.00  0.11
H  5.60  -1.93  1.63  0.09
H  6.86  -2.59  2.71  0.08
H  5.35  -2.03  3.48  0.09
H  5.64  -4.31  1.50  0.10
H  3.57  -4.35  3.51  0.12
H  3.38  -4.86  1.81  0.11
H  2.25  -0.98  5.68  0.08
H  0.46  -1.50  5.58  0.09
H  0.95  0.19  6.03  0.08
H  -0.17  1.45  4.47  0.10
H  -0.14  3.94  4.32  0.05
H  -1.79  3.17  4.28  0.05
H  -1.59  4.77  3.51  0.04
H  -2.21  1.50  1.36  0.05
H  2.81  -4.86  -0.19  0.06
H  2.34  -4.04  -1.51  0.08
H  4.84  -2.48  -1.97  0.11
C  -6.11  1.98  1.16  -0.13
C  -6.93  3.06  1.81  -0.12
O  -7.10  2.57  3.14  0.06
C  -6.07  1.72  3.39  -0.56
O  -5.82  1.27  4.46  0.16
O  -5.37  1.45  2.25  0.05
H  -5.44  2.37  0.39  0.13
H  -6.72  1.19  0.72  0.13
H  -6.42  4.02  1.84  0.14
H  -7.90  3.19  1.32  0.12
C  -1.08  -3.28  -3.24  -0.12
C  -1.89  -2.21  -2.57  -0.11
O  -2.06  -2.72  -1.24  0.07
C  -1.04  -3.59  -1.01  -0.56
O  -0.79  -4.06  0.05  0.15
O  -0.35  -3.85  -2.15  0.05
H  -0.41  -2.89  -4.00  0.12
H  -1.70  -4.06  -3.68  0.13
H  -1.36  -1.25  -2.51  0.13
H  -2.86  -2.05  -3.05  0.13
C  -2.06  2.24  -4.31  -0.12
C  -2.48  2.34  -2.87  -0.12
O  -3.70  1.60  -2.85  0.06
C  -3.67  0.73  -3.89  -0.57
O  -4.45  -0.15  -4.05  0.15
O  -2.61  0.99  -4.71  0.06
H  -0.97  2.24  -4.42  0.13
H  -2.48  3.03  -4.93  0.13
H  -1.77  1.88  -2.19  0.11
H  -2.65  3.38  -2.56  0.14
C  2.50  -4.12  -6.45  -0.12
C  1.74  -3.69  -7.68  -0.13
O  0.47  -4.32  -7.51  0.07
C  0.31  -4.55  -6.18  -0.55
O  -0.71  -4.90  -5.68  0.16
O  1.46  -4.30  -5.49  0.06
H  3.21  -3.37  -6.11  0.13
H  3.02  -5.07  -6.59  0.14
H  1.59  -2.61  -7.73  0.13
H  2.22  -4.02  -8.60  0.13
C  10.38  0.12  3.12  -0.13
C  9.62  0.53  1.88  -0.13
O  8.36  -0.09  2.06  0.06
C  8.19  -0.30  3.40  -0.55
O  7.17  -0.65  3.90  0.14
O  9.34  -0.05  4.08  0.07
H  11.09  0.87  3.44  0.13
H  10.90  -0.84  2.99  0.13
H  9.48  1.61  1.82  0.13
H  10.10  0.18  0.96  0.13
C  -11.03  2.75  -0.83  -0.13
C  -12.36  3.31  -0.44  -0.13
O  -12.05  4.16  0.66  0.07
C  -10.74  4.50  0.54  -0.56
O  -10.20  5.33  1.21  0.17
O  -10.12  3.77  -0.43  0.05
H  -10.95  2.55  -1.89  0.13
H  -10.78  1.83  -0.28  0.13
H  -12.81  3.91  -1.24  0.13
H  -13.08  2.54  -0.15  0.13

| no. | E (Ha) |
| --- | --- |
| 1 | -1710.7744 |
| 2 | -6687.6492 |
| 3 | -4309.0909 |